DFT (ωB97M-V/def2-TZVPD) results for one molecule with the formula C24H28N4O5S.

The geometry in ORCA input format:
```
! wB97M-V def2-TZVPD RIJCOSX def2/J DEFGRID3
* xyz 0 1
C -2.92 -1.64 2.58
O -2.37 -1.93 1.32
C -1.03 -1.75 1.16
C -0.18 -1.20 2.10
C 1.18 -1.07 1.85
C 1.70 -1.50 0.64
N 3.07 -1.42 0.32
C 4.04 -0.72 0.96
O 3.87 -0.06 1.96
C 5.42 -0.86 0.31
C 6.21 0.43 0.44
C 5.67 1.52 -0.50
N 4.31 1.89 -0.17
C 3.25 1.37 -0.83
O 3.37 0.68 -1.82
C 1.94 1.82 -0.19
N 0.69 1.31 -0.70
C 0.55 0.64 -1.86
N -0.56 0.16 -2.32
C -1.65 0.38 -1.58
S -3.23 -0.17 -2.01
C -3.90 0.59 -0.60
C -2.97 1.22 0.17
C -1.66 1.09 -0.38
C -0.42 1.59 0.14
O -0.25 2.19 1.18
C -3.32 2.00 1.39
C -4.74 1.69 1.86
C -5.71 1.69 0.67
C -5.36 0.55 -0.29
C 0.86 -2.06 -0.32
C -0.50 -2.19 -0.07
O -1.40 -2.72 -0.94
C -0.96 -3.09 -2.23
H -2.48 -2.27 3.36
H -3.98 -1.88 2.49
H -2.81 -0.59 2.85
H -0.55 -0.85 3.05
H 1.83 -0.63 2.60
H 3.31 -1.84 -0.56
H 5.94 -1.67 0.84
H 5.32 -1.14 -0.74
H 7.26 0.25 0.19
H 6.15 0.78 1.47
H 5.66 1.16 -1.53
H 6.30 2.41 -0.43
H 4.17 2.31 0.73
H 1.91 2.92 -0.24
H 1.98 1.56 0.88
H 1.44 0.48 -2.45
H -3.23 3.07 1.15
H -2.59 1.80 2.18
H -4.77 0.71 2.33
H -5.05 2.43 2.59
H -5.63 2.64 0.15
H -6.73 1.58 1.02
H -5.61 -0.41 0.17
H -5.94 0.63 -1.21
H 1.27 -2.38 -1.26
H -1.86 -3.44 -2.74
H -0.55 -2.23 -2.76
H -0.22 -3.89 -2.19
*
```

**HOMO-LUMO gap**: 8.305 eV
**Relative energy (zero: lowest compared OMol25 entry of this formula, charge and spin)**: 15.1 kcal per mole
**SMILES**: COc1ccc(NC(=O)CCCNC(=O)Cn2cnc3sc4c(c3c2=O)CCCC4)cc1OC
**Calculated total energy**: -52377.601 eV
**LUMO level**: 0.7 eV

=====

DFT (ωB97M-V/def2-TZVPD) results for C48H42F36N12O24S12 as an isolated structure in a non-equilibrium geometry.

The geometry in ORCA input format:
```
! wB97M-V def2-TZVPD RIJCOSX def2/J DEFGRID3
* xyz 0 1
C -0.45 7.52 -1.56
N 0.59 6.42 -1.30
C 1.29 5.79 -2.22
C 2.46 5.16 -1.97
C 2.89 5.05 -0.69
C 2.02 5.43 0.34
C 0.85 6.09 -0.01
C 4.21 4.40 -0.44
C 5.29 4.93 -1.18
C 6.53 4.34 -1.04
N 6.70 3.26 -0.22
C 5.64 2.81 0.44
C 4.36 3.33 0.36
C 7.91 2.40 -0.34
H 0.16 8.38 -1.87
H -0.87 7.71 -0.61
H -1.23 7.17 -2.22
H 0.96 5.93 -3.22
H 3.00 4.68 -2.74
H 2.22 5.35 1.39
H 0.19 6.40 0.79
H 5.06 5.68 -1.95
H 7.38 4.63 -1.59
H 5.90 2.00 1.11
H 3.54 2.86 0.80
H 7.93 1.78 0.59
H 8.84 2.98 -0.49
H 7.82 1.72 -1.15
C -6.14 1.47 3.14
N -5.08 1.84 4.11
C -4.69 1.04 5.11
C -3.52 1.13 5.79
C -2.56 2.02 5.38
C -2.86 2.76 4.29
C -4.15 2.72 3.72
C -1.14 1.89 5.79
C -0.82 1.59 7.11
C 0.53 1.27 7.37
N 1.42 1.19 6.37
C 1.09 1.47 5.11
C -0.18 1.81 4.77
C 2.81 0.82 6.70
H -6.18 2.36 2.55
H -7.12 1.17 3.60
H -5.68 0.68 2.53
H -5.32 0.17 5.36
H -3.27 0.41 6.56
H -2.24 3.57 3.91
H -4.34 3.49 2.95
H -1.50 1.60 7.99
H 0.97 0.92 8.38
H 1.86 1.36 4.34
H -0.55 1.86 3.75
H 3.01 0.57 7.73
H 3.42 1.70 6.45
H 3.09 -0.04 6.06
C -3.10 -9.58 -4.27
N -2.47 -8.27 -3.90
C -2.06 -7.98 -2.64
C -1.36 -6.89 -2.35
C -1.00 -6.04 -3.37
C -1.25 -6.39 -4.68
C -2.06 -7.50 -4.91
C -0.37 -4.73 -2.96
C 0.75 -4.15 -3.63
C 1.12 -2.90 -3.12
N 0.65 -2.39 -1.99
C -0.44 -2.93 -1.42
C -0.94 -4.08 -1.88
C 0.97 -0.98 -1.62
H -3.02 -10.22 -3.37
H -2.57 -10.01 -5.10
H -4.16 -9.32 -4.40
H -2.26 -8.67 -1.88
H -0.95 -6.82 -1.36
H -1.05 -5.62 -5.39
H -2.31 -7.80 -5.92
H 1.25 -4.66 -4.44
H 2.04 -2.36 -3.51
H -0.98 -2.35 -0.71
H -1.83 -4.45 -1.35
H 1.95 -0.94 -1.23
H 0.14 -0.66 -0.95
H 0.97 -0.36 -2.55
C -5.61 -1.85 -1.84
F -5.16 -0.93 -0.95
F -6.68 -2.46 -1.37
F -5.96 -1.18 -2.97
S -4.30 -3.03 -2.27
O -3.75 -3.44 -0.94
O -4.91 -4.10 -3.04
N -3.34 -2.00 -2.99
S -2.43 -2.24 -4.27
O -1.21 -1.51 -4.09
O -2.39 -3.57 -4.84
C -3.36 -1.23 -5.56
F -2.81 -1.27 -6.86
F -4.61 -1.52 -5.72
F -3.33 0.14 -5.22
C 2.31 -8.67 -1.10
F 1.78 -7.50 -0.76
F 3.43 -8.34 -1.71
F 2.60 -9.34 0.00
S 1.20 -9.62 -2.23
O 1.92 -10.85 -2.39
O -0.02 -9.69 -1.44
N 1.06 -8.67 -3.53
S 1.06 -8.65 -5.12
O -0.21 -9.10 -5.72
O 1.49 -7.37 -5.51
C 2.37 -9.84 -5.69
F 3.31 -9.89 -4.74
F 1.87 -11.07 -5.69
F 2.92 -9.53 -6.85
C -3.35 -1.12 2.07
F -4.61 -1.67 2.20
F -2.84 -1.33 0.82
F -3.44 0.23 2.18
S -2.06 -1.73 3.22
O -1.82 -3.10 2.85
O -1.03 -0.78 3.01
N -2.67 -1.53 4.70
S -3.72 -2.23 5.54
O -3.47 -1.72 6.86
O -5.04 -2.00 5.08
C -3.41 -4.05 5.71
F -3.97 -4.53 6.82
F -3.88 -4.60 4.62
F -2.09 -4.34 5.83
C 5.89 -1.97 -0.69
F 7.26 -2.03 -0.70
F 5.54 -3.23 -0.21
F 5.49 -1.10 0.18
S 5.21 -1.56 -2.39
O 6.01 -2.31 -3.34
O 3.76 -1.69 -2.40
N 5.68 0.02 -2.31
S 4.94 1.28 -2.90
O 3.59 1.55 -2.49
O 5.89 2.38 -2.72
C 4.91 1.13 -4.73
F 6.20 1.12 -5.20
F 4.27 0.04 -5.12
F 4.38 2.27 -5.26
C 1.23 7.11 4.73
F 1.01 7.67 3.46
F 1.58 8.11 5.48
F 0.12 6.61 5.21
S 2.45 5.71 4.32
O 3.13 5.31 5.58
O 1.51 4.70 3.72
N 3.34 6.28 3.19
S 5.00 6.13 3.31
O 5.35 4.95 4.08
O 5.61 6.27 1.99
C 5.73 7.61 4.19
F 6.98 7.98 3.72
F 4.86 8.62 4.08
F 5.83 7.29 5.52
C -4.64 6.14 -3.33
F -3.70 6.45 -4.29
F -5.56 7.09 -3.20
F -5.25 5.06 -3.72
S -3.87 5.94 -1.67
O -2.55 5.40 -1.87
O -3.89 7.24 -1.14
N -4.77 4.84 -1.04
S -5.43 4.46 0.30
O -5.18 3.10 0.73
O -5.34 5.46 1.36
C -7.15 4.40 -0.32
F -7.92 3.81 0.66
F -7.72 5.56 -0.49
F -7.28 3.66 -1.43
*
```

**HOMO-LUMO gap**: 6.998 eV
**Relative energy (zero: lowest compared OMol25 entry of this formula, charge and spin)**: 0.0 kcal per mole
**Calculated total energy**: -345318.498 eV
**LUMO level**: -2.7 eV

=====

DFT (ωB97M-V/def2-TZVPD) results for C7H12F3InLiNO2 as an isolated structure in a non-equilibrium geometry.

The geometry in ORCA input format:
```
! wB97M-V def2-TZVPD RIJCOSX def2/J DEFGRID3
* xyz 0 1
C -2.38 -2.10 1.33
C -1.90 -0.88 0.59
F -2.86 -0.25 -0.18
C -1.16 0.13 1.44
In 0.53 0.57 0.05
N 1.46 -1.39 -0.15
C -0.45 1.19 -1.90
C -0.32 0.14 -2.96
O 0.17 0.33 -3.99
F -0.86 -1.09 -2.65
C 1.86 2.16 0.88
C 3.32 1.97 0.46
O 3.72 0.92 0.19
F 4.12 3.06 0.39
H -2.94 -2.72 0.61
H -3.03 -1.87 2.19
H -1.40 -2.52 1.61
H -1.14 -1.28 -0.13
H -0.72 -0.34 2.34
H -1.74 1.03 1.68
H 1.78 -1.55 -1.09
H 2.20 -1.50 0.53
H -1.54 1.31 -1.73
H -0.08 2.16 -2.22
H 1.76 2.17 1.98
H 1.60 3.19 0.56
Li 0.00 -2.84 0.15
*
```

**HOMO-LUMO gap**: 7.285 eV
**Calculated total energy**: -26569.606 eV
**LUMO level**: -1.1 eV

=====

DFT (ωB97M-V/def2-TZVPD) results for one molecule with the formula C8H7NOS in a non-equilibrium geometry.

The geometry in ORCA input format:
```
! wB97M-V def2-TZVPD RIJCOSX def2/J DEFGRID3
* xyz 0 1
C -0.74 -2.34 1.97
C -0.15 -1.94 0.66
S 1.09 -2.50 -0.22
C -1.06 -0.72 -0.06
O -2.24 -0.83 -0.18
C -0.23 0.33 -0.58
C 0.83 0.83 0.17
C 1.51 1.98 -0.26
C 1.00 2.61 -1.52
N 0.16 1.96 -2.25
C -0.50 0.91 -1.83
H -0.43 -1.57 2.65
H -0.41 -3.40 2.35
H -1.89 -2.20 1.77
H 0.83 0.35 1.17
H 2.23 2.50 0.38
H 1.36 3.58 -1.79
H -1.36 0.45 -2.44
*
```

**HOMO-LUMO gap**: 8.046 eV
**Relative energy (zero: lowest compared OMol25 entry of this formula, charge and spin)**: 49.7 kcal per mole
**SMILES**: CC(=S)C(=O)c1cccnc1
**Calculated total energy**: -22780.125 eV
**LUMO level**: -0.6 eV

=====

DFT (ωB97M-V/def2-TZVPD) results for C9H12N2OS as an isolated structure in a non-equilibrium geometry.

The geometry in ORCA input format:
```
! wB97M-V def2-TZVPD RIJCOSX def2/J DEFGRID3
* xyz 0 1
C -2.89 2.08 0.72
C -1.57 1.71 -0.06
C -1.96 -1.13 -0.05
C 0.44 -0.73 0.45
C 1.37 -0.34 1.49
C 2.53 0.46 1.15
C 3.01 0.31 -0.12
C 2.27 -0.31 -1.00
C 1.02 -0.75 -0.80
H -3.33 1.16 1.38
H -2.37 2.88 1.33
H -3.79 2.55 -0.02
H -0.69 1.21 0.55
H -1.20 2.57 -0.82
H -3.84 -1.94 -0.10
H -0.81 -2.01 1.30
H 1.00 -0.52 2.58
H 3.24 1.01 1.69
H 4.62 -0.44 -1.23
H 2.74 -0.34 -2.01
H 0.46 -0.90 -1.66
N -2.86 -2.00 0.23
N -0.82 -1.20 0.74
O 4.46 0.53 -0.36
S -1.96 0.32 -1.10
*
```

**HOMO-LUMO gap**: 8.599 eV
**Relative energy (zero: lowest compared OMol25 entry of this formula, charge and spin)**: 122.3 kcal per mole
**Calculated total energy**: -25385.455 eV
**LUMO level**: 0.2 eV

=====

DFT (ωB97M-V/def2-TZVPD) results for C23H63CaF6N12O15P3S2 as an isolated structure in a non-equilibrium geometry.

The geometry in ORCA input format:
```
! wB97M-V def2-TZVPD RIJCOSX def2/J DEFGRID3
* xyz 0 1
Ca -2.84 -3.97 -2.00
C 2.62 -1.05 1.77
F 3.70 -0.30 1.78
F 2.90 -2.35 1.56
F 2.15 -0.97 2.98
S 1.26 -0.51 0.56
O 1.05 0.93 0.80
O 1.77 -0.77 -0.85
O 0.13 -1.36 0.80
C -6.56 1.08 1.55
F -5.41 1.71 1.68
F -6.56 0.03 2.31
F -7.54 1.86 1.97
S -6.87 0.63 -0.36
O -6.56 1.90 -1.07
O -5.88 -0.44 -0.64
O -8.26 0.08 -0.49
C 7.21 -2.44 -3.87
N 8.10 -2.80 -2.77
O 8.02 -3.96 -2.33
O 8.72 -1.95 -2.27
H 7.21 -3.23 -4.63
H 7.66 -1.55 -4.29
H 6.21 -2.12 -3.58
C 3.39 -7.87 -2.16
N 2.59 -6.80 -2.85
O 1.77 -6.23 -2.10
O 2.72 -6.52 -4.06
H 3.80 -7.49 -1.23
H 4.01 -8.43 -2.86
H 2.54 -8.53 -2.03
C -3.79 7.42 0.47
N -3.68 8.88 0.63
O -4.69 9.32 1.21
O -2.74 9.51 0.19
H -4.51 7.04 1.20
H -2.87 6.90 0.72
H -4.23 7.07 -0.46
O 6.38 7.22 6.76
P 6.14 8.22 5.70
N 5.98 9.90 6.12
C 5.26 10.39 7.32
C 6.13 10.97 5.14
N 4.66 7.96 4.87
C 4.31 8.62 3.59
C 3.98 6.68 4.99
N 7.30 8.17 4.44
C 7.49 6.89 3.72
C 8.59 8.85 4.68
H 4.17 10.40 7.19
H 5.55 11.42 7.56
H 5.57 9.71 8.11
H 6.43 10.64 4.14
H 6.87 11.71 5.44
H 5.19 11.52 5.18
H 5.08 9.31 3.23
H 4.28 7.83 2.84
H 3.39 9.20 3.57
H 4.04 6.32 6.02
H 2.89 6.77 4.92
H 4.30 5.96 4.23
H 8.16 7.09 2.88
H 7.98 6.14 4.33
H 6.52 6.53 3.38
H 9.21 8.74 3.79
H 9.09 8.29 5.47
H 8.46 9.90 4.95
O -2.45 -1.18 -6.55
P -2.29 -0.36 -7.78
N -1.03 -1.06 -8.74
C -1.33 -2.33 -9.33
C 0.34 -0.90 -8.34
N -1.76 1.24 -7.57
C -2.00 2.04 -6.30
C -1.23 1.99 -8.70
N -3.65 -0.16 -8.85
C -3.55 0.01 -10.28
C -4.91 0.40 -8.22
H -0.96 -2.50 -10.34
H -2.41 -2.39 -9.37
H -0.95 -3.18 -8.76
H 0.60 0.16 -8.40
H 0.98 -1.46 -9.03
H 0.61 -1.29 -7.36
H -1.10 2.63 -6.12
H -2.93 2.61 -6.32
H -2.23 1.32 -5.52
H -1.92 2.80 -8.97
H -0.35 2.47 -8.28
H -1.01 1.42 -9.60
H -3.73 1.03 -10.62
H -2.54 -0.27 -10.57
H -4.14 -0.80 -10.71
H -5.27 1.33 -8.65
H -4.74 0.75 -7.21
H -5.70 -0.36 -8.23
O -3.68 -7.21 2.27
P -4.08 -7.77 3.56
N -3.20 -7.09 4.91
C -1.78 -6.75 4.71
C -3.59 -7.38 6.27
N -3.55 -9.41 3.66
C -4.09 -10.30 4.74
C -2.28 -9.77 3.15
N -5.70 -7.86 3.97
C -6.59 -8.75 3.22
C -6.32 -6.55 4.23
H -1.58 -5.85 5.29
H -1.56 -6.52 3.67
H -1.13 -7.54 5.10
H -3.24 -8.34 6.64
H -4.68 -7.46 6.32
H -3.10 -6.64 6.91
H -3.58 -10.08 5.68
H -5.16 -10.13 4.85
H -3.91 -11.36 4.58
H -2.08 -10.84 3.18
H -2.13 -9.46 2.11
H -1.46 -9.36 3.74
H -6.08 -9.70 3.07
H -7.52 -8.88 3.76
H -6.86 -8.38 2.23
H -6.33 -5.91 3.35
H -5.71 -6.07 5.00
H -7.30 -6.64 4.69
*
```

**HOMO-LUMO gap**: 2.185 eV
**Calculated total energy**: -157733.254 eV
**LUMO level**: -5.9 eV

=====

DFT (ωB97M-V/def2-TZVPD) results for a 2-piece molecular cluster, C3H6ClIO overall in a non-equilibrium geometry.

The geometry in ORCA input format:
```
! wB97M-V def2-TZVPD RIJCOSX def2/J DEFGRID3
* xyz 0 1
C 1.67 -0.25 0.24
C -1.05 -0.55 0.37
C -0.27 0.60 -0.16
O -0.02 0.81 -1.52
Cl -0.28 2.14 0.73
I -3.20 -0.37 0.16
H 1.77 -0.65 1.25
H 1.49 -0.96 -0.54
H 2.36 0.50 -0.10
H -0.77 -0.57 1.52
H -0.80 -1.45 -0.19
H -0.92 0.74 -1.75
*
```

**HOMO-LUMO gap**: 9.067 eV
**Relative energy (zero: lowest compared OMol25 entry of this formula, charge and spin)**: 52.2 kcal per mole
**Calculated total energy**: -25876.200 eV
**LUMO level**: 0.1 eV

=====

Q: Number 6 is which compound?
A: C23H63CaF6N12O15P3S2